One molecule with the formula C21H24F3NO4, computed with ωB97M-V with the def2-TZVPD basis set.

- HOMO-LUMO gap: 9.8 eV

```
53
Properties=species:S:1:pos:R:3:mulliken_charge:R:1
F 6.475 -3.054 -0.299 -0.259
C -0.353 -1.812 -0.832 -0.962
O -2.084 -3.934 -0.104 -0.704
C 1.640 4.196 -0.738 -0.677
H 3.689 -2.336 1.909 0.458
C -5.890 -3.173 -0.079 -0.443
C -1.563 -1.624 -0.310 0.168
C 1.987 -1.048 -0.725 0.117
C -2.781 3.086 1.935 -1.406
C -2.455 -2.782 0.010 0.081
H -0.028 -2.820 -1.028 0.530
H -3.784 3.043 1.518 0.328
H -4.285 -4.379 0.531 0.359
C 4.345 -1.171 -1.203 -1.047
H 0.469 2.016 -1.971 0.368
H -3.916 -1.442 0.461 0.276
O -1.961 1.854 0.071 -0.404
H 5.175 -1.015 -1.874 0.384
C 0.866 1.808 -0.974 -1.203
C -4.712 -3.391 0.740 -0.941
O 1.602 5.376 0.026 -0.528
F 6.820 -1.016 0.286 -0.263
C 3.057 -0.849 -1.589 -0.260
H 1.147 2.879 0.879 0.217
C -1.405 0.736 -0.534 -0.684
C 0.787 3.079 -0.132 -0.060
C -6.845 -2.942 -0.761 0.245
H -4.991 -3.338 1.801 0.317
C 0.582 -0.681 -1.130 0.891
H 0.688 5.675 0.089 0.326
H 2.885 -0.443 -2.575 0.481
H -2.460 0.951 1.866 0.380
C 3.509 -1.916 0.931 -1.176
H -0.249 3.416 -0.073 0.233
H -0.965 1.919 1.896 0.207
N -3.678 -2.422 0.448 -0.111
C 4.569 -1.702 0.061 0.446
F 6.097 -2.439 1.726 -0.290
C 5.976 -2.052 0.450 0.837
H 0.570 -0.482 -2.209 0.419
H 1.399 -1.763 1.204 0.452
C 2.227 -1.587 0.534 -0.123
H -7.692 -2.771 -1.356 0.409
C -1.986 1.867 1.498 -0.028
H -2.300 3.994 1.584 0.295
H 0.366 0.490 0.671 0.328
C 0.126 0.598 -0.391 0.522
O -2.101 -0.398 -0.036 -0.361
H 2.691 3.900 -0.763 0.340
H 1.919 1.536 -1.083 0.469
H -1.647 0.854 -1.604 0.317
H 1.312 4.394 -1.769 0.311
H -2.844 3.113 3.019 0.417
```

***

A 13-piece molecular cluster, C14H54N8O13 overall, computed with ωB97M-V with the def2-TZVPD basis set.

- HOMO-LUMO gap: 8.6 eV

```
89
Properties=species:S:1:pos:R:3:mulliken_charge:R:1
N 3.545 0.362 -1.497 0.047
O -1.762 2.184 -3.397 -0.589
C -5.136 -0.981 -0.733 -0.761
H 0.415 -0.431 -2.950 -0.506
C 3.450 1.182 1.694 -0.128
C -1.693 -2.834 -2.772 -0.309
C -0.587 0.103 -0.144 1.136
H -3.469 -0.426 3.049 0.276
H -1.832 -2.161 2.114 0.096
O -0.427 -2.568 -2.218 -0.315
H 0.786 1.974 5.725 0.233
N 5.354 -0.602 -2.368 -0.466
H -4.124 1.621 3.780 0.193
H -1.380 -0.614 -0.295 0.017
H 0.218 -1.679 -5.190 0.248
H -3.340 0.883 -3.404 0.493
H 2.084 0.151 3.175 -0.235
O 1.900 -1.879 2.321 -0.752
O 0.616 3.470 1.476 -0.623
C 0.659 -0.655 -5.188 -1.416
C -3.671 1.190 1.866 0.417
H -0.873 -3.559 2.741 0.232
H 1.833 -1.598 0.267 -0.137
H 0.281 -0.150 -0.817 -0.732
C 0.533 0.347 4.473 0.342
H -1.965 0.143 -2.899 -0.066
H -5.301 -1.170 -1.800 0.337
H -1.782 -2.217 -3.652 0.303
H 4.746 0.124 2.669 0.224
H 1.452 0.791 -3.797 0.127
N 0.276 1.106 5.505 -0.488
H -4.017 -2.589 -0.585 0.246
O 4.589 -1.430 -0.275 -0.659
O 2.313 -0.985 -3.357 -0.636
O -3.957 -1.668 -0.243 -0.735
H 2.924 0.584 -0.652 -0.056
H 4.985 -0.613 -3.332 0.291
O -0.297 -0.633 3.946 -0.613
H 2.817 -2.952 0.750 0.408
H 2.960 3.176 -1.713 0.282
H -1.911 2.945 -2.864 0.332
H -1.834 -3.854 -3.068 0.432
H -0.418 2.125 2.515 -0.110
O 4.279 2.303 1.754 -0.840
N 1.691 0.592 3.994 -0.106
H -2.748 1.278 -1.769 -0.015
O -1.289 -3.709 0.799 -0.455
H -1.201 3.681 2.478 0.363
H 2.640 -0.411 -2.641 0.480
H 0.722 3.462 -2.462 0.396
H -0.734 0.288 1.737 -0.588
N -3.647 -0.075 2.092 -0.087
N 3.845 0.091 2.214 0.073
H 5.924 -1.434 -2.284 0.332
O -0.093 -0.087 1.140 1.037
H -2.534 -3.978 2.299 0.418
N -3.890 2.004 2.856 -0.343
H -0.292 -3.282 -1.647 0.214
H -0.973 1.133 -0.377 -0.611
H 1.306 3.206 2.067 0.307
H 1.017 1.838 -1.680 -0.039
H -6.054 -1.386 -0.349 0.310
C 1.072 2.911 -1.568 -0.197
O -3.635 1.675 0.528 -0.719
C -2.482 1.075 -2.796 -0.171
C 1.118 -0.257 -3.791 1.061
H 0.266 3.159 -0.875 0.055
H -2.471 -2.556 -2.056 -0.238
H 1.468 -0.596 -5.895 0.442
H 1.004 -1.961 2.709 0.243
C -1.681 -3.285 2.046 -0.529
C 1.917 -2.423 0.984 -0.374
H -3.598 -0.751 1.321 0.059
H 2.192 2.060 0.407 -0.173
C 4.511 -0.496 -1.373 0.389
C -0.628 2.988 1.865 -0.260
H -2.061 -3.829 0.221 0.276
H 1.647 0.470 0.908 -0.860
H 3.816 1.116 -2.102 0.256
H 3.346 -0.787 2.194 0.260
H -1.312 2.751 1.070 0.202
H -5.062 0.124 -0.658 0.269
H -3.857 2.974 2.633 0.283
H -0.754 1.256 5.657 0.284
N 2.475 1.137 0.861 1.997
O 2.322 3.298 -1.000 -0.613
H 1.124 -3.096 0.804 0.271
H -0.119 0.100 -5.527 0.273
H 2.421 1.209 4.365 0.285
```

***

A 2-piece molecular cluster, CH3FS overall, computed with ωB97M-V with the def2-TZVPD basis set.

- HOMO-LUMO gap: 10.1 eV

```
6
Properties=species:S:1:pos:R:3:mulliken_charge:R:1
H -1.567 0.038 0.025 0.168
H -0.196 -1.402 0.534 0.265
S 0.925 0.738 0.896 -0.136
F 0.171 -0.516 -1.335 -0.200
H 0.743 1.581 -0.107 0.138
C -0.076 -0.439 -0.013 -0.234
```

***

Ordered electronic energy results: -39997.7680, -53926.9035, -14636.1443; unit eV.
Ordered energy relative to the best compared isomer or geometry (same formula, charge and spin) results: 0.00, 96.36, 147.97; unit kJ/mol.
Ordered max |F| results: 0.64, 10.27, 5.55; unit eV Å⁻¹.